No. 1
C4H6O5 | ωB97M-V/def2-TZVPD

Computed properties:
SMILES	O=C(O)COCC(=O)O
HOMO energy	-10.167	eV
electronic energy	-532.01288	a.u.
energy above the lowest of the compared OMol25 structures with the same formula, charge and spin	663.13	kJ/mol

```
15
Properties=species:S:1:pos:R:3:forces:R:3
O -0.6984 1.1517 -2.4318 -1.743 -0.603 1.107
O 0.6138 -1.9107 2.4533 3.057 3.646 -8.412
O 0.2238 0.5730 -0.1830 1.517 -1.218 3.787
O -2.8350 0.4546 -1.7211 4.258 1.740 0.604
O 1.1304 -2.0878 0.1502 -0.239 -4.754 -1.787
C 1.0548 -1.3669 1.1389 -3.327 -0.287 10.415
C -1.6828 0.7925 -1.4063 -1.816 -1.438 -0.746
C -1.2425 0.6934 0.1380 0.328 1.508 0.732
C 1.3078 0.0867 0.8944 1.332 1.899 1.457
H -1.8746 -0.1702 0.7453 2.194 1.772 -1.939
H 1.2724 -1.6938 -0.6883 0.279 1.115 -1.251
H -1.4463 1.7350 0.8334 0.604 -2.790 -2.333
H 0.2864 0.9872 -2.3858 -1.926 0.129 1.229
H 2.4467 0.1870 0.3849 -3.418 0.006 0.981
H 1.4434 0.5684 2.0778 -1.101 -0.726 -3.844
```
Positions in Å, forces in eV/Å.

Atomic partial charges in e from the Mulliken method, atoms 1 to 2:
1 O -0.50
2 O -0.59

No. 2
C4H6O5S | ωB97M-V/def2-TZVPD

Computed properties:
SMILES	CS(=O)(=O)[C@H]1COC(=O)O1
HOMO energy	-11.163	eV
electronic energy	-930.29280	a.u.
energy above the lowest of the compared OMol25 structures with the same formula, charge and spin	201.95	kJ/mol

```
16
Properties=species:S:1:pos:R:3:forces:R:3
S -1.2966 0.4600 -0.3223 -5.096 -1.562 1.705
O 1.2869 -2.2189 1.2360 1.336 3.031 -1.306
O -2.0906 -0.6417 -0.9752 2.812 2.724 0.605
O -2.0206 0.9138 0.9383 3.090 -0.533 -2.876
O 1.0671 -1.1138 -0.7298 1.559 0.621 0.552
O 3.3253 -1.5628 0.0749 -5.882 -0.617 0.161
C 0.2743 -1.1764 1.4499 -1.772 1.035 0.461
C -1.0147 1.9387 -1.4001 0.808 0.653 -0.427
C 2.0897 -1.6368 0.1695 1.310 -0.338 0.298
C 0.3595 -0.2113 0.1648 2.203 -1.161 0.857
H 1.1405 0.6058 0.3495 -1.680 -0.451 -0.039
H -0.0499 2.4632 -1.0359 -1.442 -1.072 -0.672
H 0.4507 -0.4407 2.3200 0.061 -1.851 -0.889
H -0.9155 1.5505 -2.4758 -0.066 0.646 1.667
H -1.8438 2.7393 -1.3113 1.022 -1.870 0.085
H -0.7622 -1.6689 1.5474 1.737 0.744 -0.183
```
Positions in Å, forces in eV/Å.

Atomic partial charges in e from the Mulliken method, atoms 1 to 2:
1 S 1.15
2 O -0.30

No. 3
C4H6O7Tl | ωB97M-V/def2-TZVPD

Computed properties:
total charge	-1
HOMO energy	-3.783	eV
electronic energy	-855.29110	a.u.
energy above the lowest of the compared OMol25 structures with the same formula, charge and spin	0.00	kJ/mol

```
18
Properties=species:S:1:pos:R:3:forces:R:3
Tl 0.8713 1.2054 1.0525 0.392 -0.624 0.936
O 3.4640 -2.8067 6.2337 0.001 -0.212 -0.091
O -6.9824 -0.6519 4.8606 -0.525 0.178 0.094
O 0.9371 0.1905 3.4948 -0.173 0.179 0.071
O 2.7234 -0.0850 2.2251 0.321 0.162 -0.437
O -8.7381 -0.9985 3.5589 -1.063 -0.724 -0.109
O 2.8164 -0.7309 4.3351 0.395 -0.208 0.279
O -7.3059 0.6404 3.0492 -0.386 0.340 -0.294
C 3.1311 -1.4809 6.5882 0.102 0.365 0.162
C -7.6083 -0.2555 3.8623 1.814 -0.113 0.170
C 2.1519 -0.9142 5.5913 -0.302 0.103 -0.194
C 2.1226 -0.1893 3.3243 -0.726 0.329 -0.449
H -9.0121 -0.7502 2.6693 0.162 0.330 0.124
H 4.1879 -3.1127 6.7862 -0.028 0.048 -0.003
H 2.6505 -1.4463 7.5804 0.052 -0.003 -0.181
H 4.0291 -0.8416 6.6273 -0.191 -0.122 -0.070
H 1.7852 0.0552 5.9561 -0.024 -0.256 -0.093
H 1.3017 -1.5978 5.4554 0.178 0.227 0.085
```
Positions in Å, forces in eV/Å.

Atomic partial charges in e from the Mulliken method, atoms 1 to 2:
1 Tl 0.71
2 O -0.51

No. 4
C4H6OS | ωB97M-V/def2-TZVPD

Computed properties:
HOMO energy (alpha / beta)	-7.734 / -7.733	eV
electronic energy	-629.33192	a.u.
energy above the lowest of the compared OMol25 structures with the same formula, charge and spin	302.59	kJ/mol

```
12
Properties=species:S:1:pos:R:3:forces:R:3
S -2.0915 0.8513 1.6387 0.311 -0.592 -0.334
O 0.8952 -0.7609 0.7702 -0.898 -0.686 1.101
C -0.7545 -0.2116 -0.6880 -1.590 -0.885 -0.263
C 0.3671 0.3464 -1.1535 -1.189 0.065 -0.493
C -0.4088 -0.8505 0.5613 -2.119 -0.693 1.281
C 1.4473 0.0500 -0.2307 0.687 -0.475 -0.991
H -1.8326 -0.2948 -1.0215 1.790 0.513 0.086
H 2.2785 -0.4364 -0.7202 0.233 -0.756 -0.104
H 1.8982 0.8884 0.1874 0.528 1.845 1.144
H 0.4991 0.9869 -1.9969 -0.056 0.128 -0.427
H -1.0326 -1.6230 1.1711 1.636 1.553 -1.357
H -3.1421 0.6427 0.7820 0.667 -0.017 0.357
```
Positions in Å, forces in eV/Å.

Atomic partial charges in e from the Mulliken method, atoms 1 to 2:
1 S -0.41
2 O -0.30

No. 5
C4H6OS | ωB97M-V/def2-TZVPD

Computed properties:
HOMO energy	-9.603	eV
electronic energy	-629.41526	a.u.
energy above the lowest of the compared OMol25 structures with the same formula, charge and spin	83.77	kJ/mol

```
12
Properties=species:S:1:pos:R:3:forces:R:3
S -1.3216 -0.4087 -1.5969 -1.034 -0.100 -0.937
O -2.2370 -0.6764 1.0242 1.522 1.390 -2.816
C 0.1009 0.6939 -1.2903 -0.792 -0.912 1.024
C -1.4926 -0.2345 0.1374 -0.353 -1.735 2.876
C -0.1047 0.3703 0.2985 0.600 2.715 -1.258
C 0.8953 -0.5723 0.9168 0.362 -0.684 -2.345
H 1.0061 0.2897 -1.7596 -0.181 0.317 0.290
H 0.9293 -1.5203 0.3343 0.039 0.559 0.108
H 1.8995 -0.1607 0.9269 0.025 0.140 0.180
H -0.0814 1.3673 0.7852 -0.261 -0.673 0.310
H -0.1653 1.7202 -1.6320 0.518 -0.739 0.518
H 0.5714 -0.8685 1.8556 -0.444 -0.278 2.050
```
Positions in Å, forces in eV/Å.

Atomic partial charges in e from the Mulliken method, atoms 1 to 2:
1 S -0.13
2 O -0.57

No. 6
C4H6OS | ωB97M-V/def2-TZVPD

Computed properties:
SMILES	O=CSC1CC1
HOMO energy	-9.152	eV
electronic energy	-629.37748	a.u.
energy above the lowest of the compared OMol25 structures with the same formula, charge and spin	182.98	kJ/mol

```
12
Properties=species:S:1:pos:R:3:forces:R:3
S -0.1214 0.3719 -0.5516 -2.583 -0.907 -1.601
O 1.2137 2.4283 -0.9919 0.779 0.969 -0.278
C -1.5262 -1.6278 0.7259 -1.034 0.858 1.362
C -0.1415 -2.1930 0.6693 0.036 1.586 -1.338
C -0.3832 -0.6579 0.8448 1.253 -1.094 1.084
C 1.1078 1.4791 -0.2817 0.918 -0.782 1.465
H -2.1241 -1.6837 1.6739 0.629 -0.305 -1.080
H -2.1577 -1.4795 -0.1608 0.444 -0.551 0.278
H -0.1281 -0.2214 1.8253 -0.390 -0.256 -0.592
H 1.7417 1.1116 0.5654 0.321 0.995 -0.196
H 0.3455 -2.7291 1.4643 -0.270 -0.189 0.172
H 0.2142 -2.3767 -0.3571 -0.103 -0.324 0.723
```
Positions in Å, forces in eV/Å.

Atomic partial charges in e from the Mulliken method, atoms 1 to 2:
1 S -0.11
2 O -0.44

No. 7
C4H6OS | ωB97M-V/def2-TZVPD

Computed properties:
SMILES	O=C[C@H]1C[C@H]1S
HOMO energy	-9.287	eV
electronic energy	-629.37579	a.u.
energy above the lowest of the compared OMol25 structures with the same formula, charge and spin	187.41	kJ/mol

```
12
Properties=species:S:1:pos:R:3:forces:R:3
S -0.6743 2.0385 -0.0252 0.420 -0.722 1.025
O -2.1765 -1.3619 0.0411 -0.227 -0.956 0.346
C 1.3415 -0.1361 -0.4771 -1.438 0.694 -1.616
C -1.2047 -0.8925 -0.4693 0.857 1.262 0.416
C 0.1488 -0.7667 0.1536 -0.043 -2.073 1.760
C 0.4994 0.6875 0.4821 0.343 -0.111 0.621
H 1.2575 0.0450 -1.5577 0.085 0.186 0.458
H 1.0004 0.8768 1.4449 -0.523 -0.083 -0.526
H 0.3471 -1.6273 0.8625 -0.249 1.480 -0.388
H -1.2845 -0.2403 -1.3110 -0.344 0.237 -1.521
H -1.5567 1.8843 1.0415 0.822 -0.032 -0.924
H 2.3020 -0.5074 -0.1853 0.297 0.118 0.349
```
Positions in Å, forces in eV/Å.

Atomic partial charges in e from the Mulliken method, atoms 1 to 2:
1 S -0.27
2 O -0.47

No. 8
C4H6OS | ωB97M-V/def2-TZVPD

Computed properties:
HOMO energy (alpha / beta)	-8.021 / -8.018	eV
electronic energy	-629.28487	a.u.
energy above the lowest of the compared OMol25 structures with the same formula, charge and spin	426.11	kJ/mol

```
12
Properties=species:S:1:pos:R:3:forces:R:3
S 2.2172 0.1309 0.2348 -1.856 0.175 -1.974
O -0.7776 1.3328 -0.9497 0.633 0.530 0.430
C -0.4173 -0.6305 0.5995 -1.839 -2.818 -1.601
C 0.1546 0.5903 -1.5265 0.568 0.110 3.637
C -0.8063 -0.1332 -0.7445 -0.517 0.298 -2.836
C 0.7014 0.0628 1.2564 2.068 -0.443 -0.362
H 1.0568 -0.4473 2.1394 -0.453 -0.092 0.509
H -0.2108 -1.7370 0.3474 0.047 1.415 0.770
H -1.3944 -0.6324 1.0700 0.065 -0.034 1.172
H -1.6472 -0.4630 -1.4482 0.985 -0.538 1.915
H 0.5640 0.8424 -2.4238 1.267 0.146 -2.323
H 0.5596 1.0842 1.4453 -0.966 1.252 0.662
```
Positions in Å, forces in eV/Å.

Atomic partial charges in e from the Mulliken method, atoms 1 to 2:
1 S -0.30
2 O -0.33

No. 9
C4H6OS | ωB97M-V/def2-TZVPD

Computed properties:
HOMO energy	-9.448	eV
electronic energy	-629.25747	a.u.
energy above the lowest of the compared OMol25 structures with the same formula, charge and spin	498.05	kJ/mol

```
12
Properties=species:S:1:pos:R:3:forces:R:3
S -2.5239 0.2804 -0.1206 -1.611 3.603 -0.251
O -2.0496 -0.7137 0.8103 0.332 -1.214 1.155
C -0.0787 2.1128 0.8625 -0.568 1.020 0.424
C 2.5673 -0.1581 -0.1430 0.495 2.043 0.274
C 1.3699 -0.0322 0.3872 -1.739 -3.830 0.255
C 0.6114 1.1355 0.7095 0.036 0.348 -0.360
H -0.7259 3.0031 1.0447 1.166 -1.411 -0.273
H 3.1172 -1.0466 -0.3693 -0.239 -0.466 -0.038
H -2.5937 1.6252 0.5394 0.626 -1.609 -0.806
H 0.8725 -1.0769 0.5059 0.159 2.150 0.237
H 3.0444 0.7909 -0.2677 0.901 0.295 -0.446
H -3.9119 0.5402 0.0258 0.442 -0.929 -0.170
```
Positions in Å, forces in eV/Å.

Atomic partial charges in e from the Mulliken method, atoms 1 to 2:
1 S 0.18
2 O -0.47